C5H13NOSi | ωB97M-V with the def2-TZVPD basis set

Positions of all 21 atoms, in Å:
C (-1.998, 1.424, -2.280)
C (-1.199, 0.383, -1.949)
C (-1.544, 0.166, 1.407)
C (0.300, -1.124, 1.839)
C (2.737, -0.159, -0.769)
N (-0.185, 0.055, 1.330)
O (1.424, -0.326, -1.188)
Si (0.187, 0.654, -0.648)
H (-2.840, 1.173, -2.926)
H (-1.917, 2.493, -1.982)
H (-1.433, -0.621, -2.268)
H (-1.842, 1.121, 0.910)
H (-2.060, -0.664, 1.048)
H (-1.860, 0.276, 2.428)
H (1.354, -1.383, 1.665)
H (0.107, -1.277, 2.982)
H (-0.128, -2.039, 1.367)
H (3.017, -0.979, -0.186)
H (2.649, 0.752, -0.094)
H (3.463, -0.152, -1.622)
H (0.682, 1.943, -0.222)

SMILES	C=C[Si@H](OC)N(C)C
total energy	-16809.23675	eV
HOMO energy	-7.8	eV
relative energy (zero: lowest compared OMol25 entry of this formula, charge and spin)	75.7	kcal per mole
LUMO	0.83	eV
spin multiplicity	1

For reference, the Löwdin charges in units of e are: -0.0706 -0.2102 -0.2692 -0.2348 -0.1740 -0.3116 -0.3150 0.7095 0.0489 0.0659 0.0554 0.0789 0.0570 0.0759 0.0630 0.1136 0.0773 0.0479 0.0843 0.0997 0.0083



C26H40BrF3GeN5Ru | ωB97M-V with the def2-TZVPD basis set

Positions of all 77 atoms, in Å:
Ru (-0.131, -0.025, -0.202)
N (0.028, 0.032, 2.185)
C (1.356, -0.405, 2.642)
C (2.385, 0.254, 1.750)
N (2.115, -0.141, 0.344)
H (-0.082, 1.028, 2.359)
H (-0.708, -0.426, 2.715)
H (1.415, -1.492, 2.545)
H (1.545, -0.151, 3.686)
H (3.392, -0.031, 2.060)
H (2.305, 1.338, 1.829)
H (2.336, -1.130, 0.257)
H (2.743, 0.358, -0.280)
C (2.557, -3.386, -1.478)
N (2.087, -2.404, -2.488)
C (2.918, -2.446, -3.723)
C (0.611, -2.536, -2.813)
C (0.099, -1.173, -3.178)
C (-0.355, -0.972, -4.476)
C (-0.703, 0.293, -4.927)
C (-0.550, 1.369, -4.076)
C (-0.109, 1.165, -2.769)
C (0.182, -0.109, -2.251)
H (3.605, -3.193, -1.254)
H (2.463, -4.388, -1.888)
H (1.928, -3.297, -0.594)
H (2.146, -1.464, -2.086)
H (2.877, -3.456, -4.125)
H (3.946, -2.186, -3.483)
H (2.514, -1.740, -4.444)
H (0.125, -2.932, -1.925)
H (0.522, -3.243, -3.635)
H (-0.433, -1.819, -5.149)
H (-1.047, 0.436, -5.943)
H (-0.766, 2.372, -4.421)
H (0.022, 2.045, -2.157)
F (0.773, 6.908, -1.138)
C (0.120, 6.522, -0.038)
F (-1.103, 7.047, -0.065)
F (0.768, 7.011, 1.023)
C (0.072, 5.009, 0.039)
C (1.239, 4.282, -0.145)
C (1.175, 2.908, -0.065)
N (0.041, 2.235, 0.188)
C (-1.076, 2.954, 0.361)
C (-1.107, 4.337, 0.296)
H (2.177, 4.777, -0.355)
H (2.062, 2.316, -0.227)
H (-1.980, 2.398, 0.565)
H (-2.035, 4.871, 0.443)
Br (-6.889, -0.003, -0.188)
C (-5.026, 0.010, -0.174)
C (-4.325, -0.556, 0.880)
C (-2.946, -0.538, 0.842)
N (-2.246, 0.014, -0.159)
C (-2.938, 0.558, -1.178)
C (-4.315, 0.577, -1.224)
H (-4.841, -1.011, 1.713)
H (-2.378, -0.991, 1.639)
H (-2.360, 0.993, -1.979)
H (-4.825, 1.023, -2.066)
C (0.045, -5.175, -1.454)
Ge (-0.190, -4.368, 0.321)
C (-1.784, -5.200, 1.070)
C (1.391, -4.776, 1.395)
C (-0.501, -2.437, 0.282)
H (0.085, -6.257, -1.316)
H (0.968, -4.884, -1.954)
H (-0.795, -4.960, -2.116)
H (-1.649, -6.281, 1.042)
H (-2.659, -4.946, 0.471)
H (-1.958, -4.900, 2.103)
H (1.564, -5.853, 1.372)
H (1.267, -4.490, 2.440)
H (2.292, -4.295, 1.009)
H (-0.398, -1.968, 1.250)
H (-1.363, -2.131, -0.300)

total energy	-172338.98291	eV
HOMO energy (alpha / beta)	-13.1 / -13.2	eV
relative energy (zero: lowest compared OMol25 entry of this formula, charge and spin)	62.2	kcal per mole
LUMO (alpha / beta)	-5.61 / -6.17	eV
spin multiplicity	2
total charge	+2
expectation value of S²	0.8061

For reference, the Löwdin charges in units of e are: 1.1570 -0.0472 -0.2165 -0.2102 -0.0380 0.0888 0.0884 0.1127 0.1328 0.1318 0.1062 0.0698 0.0895 -0.0328 -0.1613 0.0334 -0.1128 -0.2424 -0.0305 -0.0524 -0.0710 -0.1555 -0.2163 0.1193 0.0983 0.0207 0.1328 0.1180 0.1118 0.1101 0.0413 0.1390 0.1239 0.1186 0.1172 0.0695 0.1725 -0.5982 0.1709 0.1780 -0.0677 0.0470 -0.1249 -0.0494 -0.0979 0.0519 0.1432 0.0993 0.1060 0.1377 0.8724 -0.6811 -0.0680 -0.1258 -0.0993 -0.1006 -0.0676 0.1202 0.0919 0.0981 0.1201 -0.2098 0.7366 -0.2056 -0.2075 -0.2749 0.0452 -0.0281 0.0437 0.0305 0.0262 0.0244 0.0359 0.0264 0.0000 -0.0760 -0.0393



C8H10CoN2O | ωB97M-V with the def2-TZVPD basis set

Positions of all 22 atoms, in Å:
C (1.456, -1.601, -0.315)
C (0.158, -2.153, -0.504)
C (-0.519, -2.144, 0.749)
C (0.361, -1.581, 1.714)
C (1.580, -1.240, 1.058)
Co (-0.054, 0.188, 0.151)
N (0.953, 1.563, -0.099)
C (-0.703, 1.474, -1.888)
C (-1.318, 0.244, -1.873)
H (-1.537, -2.494, 0.930)
H (-0.244, -2.541, -1.442)
H (0.135, -1.410, 2.768)
H (2.451, -0.775, 1.522)
H (2.214, -1.454, -1.086)
H (-0.966, -0.564, -2.521)
H (0.147, 1.676, -2.545)
H (1.650, 2.269, -0.365)
H (-2.279, 0.107, -1.364)
H (-1.157, 2.338, -1.396)
O (-1.057, 3.677, 2.954)
C (-0.779, 2.711, 2.178)
N (-0.492, 1.710, 1.374)

total energy	-51104.72045	eV
HOMO energy (alpha / beta)	2.0 / 2.9	eV
relative energy (zero: lowest compared OMol25 entry of this formula, charge and spin)	44.9	kcal per mole
LUMO (alpha / beta)	6.46 / 6.47	eV
spin multiplicity	4
total charge	-2
expectation value of S²	3.8442

For reference, the Löwdin charges in units of e are: -0.2310 -0.2422 -0.2244 -0.2214 -0.2297 0.1775 -0.2275 -0.1650 -0.2049 0.0627 0.0658 0.0742 0.0708 0.0640 0.0213 0.0303 -0.1663 0.0304 0.0421 -0.2025 -0.4692 -0.0551



- relative energy (zero: lowest compared OMol25 entry of this formula, charge and spin) of number 3 (C8H10CoN2O)?
  44.9 kcal per mole



- total energy of number 2 (C26H40BrF3GeN5Ru)?
  -172338.98291 eV



Copy entry 1 word for word.
C5H13NOSi | ωB97M-V with the def2-TZVPD basis set

Positions of all 21 atoms, in Å:
C (-1.998, 1.424, -2.280)
C (-1.199, 0.383, -1.949)
C (-1.544, 0.166, 1.407)
C (0.300, -1.124, 1.839)
C (2.737, -0.159, -0.769)
N (-0.185, 0.055, 1.330)
O (1.424, -0.326, -1.188)
Si (0.187, 0.654, -0.648)
H (-2.840, 1.173, -2.926)
H (-1.917, 2.493, -1.982)
H (-1.433, -0.621, -2.268)
H (-1.842, 1.121, 0.910)
H (-2.060, -0.664, 1.048)
H (-1.860, 0.276, 2.428)
H (1.354, -1.383, 1.665)
H (0.107, -1.277, 2.982)
H (-0.128, -2.039, 1.367)
H (3.017, -0.979, -0.186)
H (2.649, 0.752, -0.094)
H (3.463, -0.152, -1.622)
H (0.682, 1.943, -0.222)

SMILES	C=C[Si@H](OC)N(C)C
total energy	-16809.23675	eV
HOMO energy	-7.8	eV
relative energy (zero: lowest compared OMol25 entry of this formula, charge and spin)	75.7	kcal per mole
LUMO	0.83	eV
spin multiplicity	1

For reference, the Löwdin charges in units of e are: -0.0706 -0.2102 -0.2692 -0.2348 -0.1740 -0.3116 -0.3150 0.7095 0.0489 0.0659 0.0554 0.0789 0.0570 0.0759 0.0630 0.1136 0.0773 0.0479 0.0843 0.0997 0.0083



Repeat the third record exactly.
C8H10CoN2O | ωB97M-V with the def2-TZVPD basis set

Positions of all 22 atoms, in Å:
C (1.456, -1.601, -0.315)
C (0.158, -2.153, -0.504)
C (-0.519, -2.144, 0.749)
C (0.361, -1.581, 1.714)
C (1.580, -1.240, 1.058)
Co (-0.054, 0.188, 0.151)
N (0.953, 1.563, -0.099)
C (-0.703, 1.474, -1.888)
C (-1.318, 0.244, -1.873)
H (-1.537, -2.494, 0.930)
H (-0.244, -2.541, -1.442)
H (0.135, -1.410, 2.768)
H (2.451, -0.775, 1.522)
H (2.214, -1.454, -1.086)
H (-0.966, -0.564, -2.521)
H (0.147, 1.676, -2.545)
H (1.650, 2.269, -0.365)
H (-2.279, 0.107, -1.364)
H (-1.157, 2.338, -1.396)
O (-1.057, 3.677, 2.954)
C (-0.779, 2.711, 2.178)
N (-0.492, 1.710, 1.374)

total energy	-51104.72045	eV
HOMO energy (alpha / beta)	2.0 / 2.9	eV
relative energy (zero: lowest compared OMol25 entry of this formula, charge and spin)	44.9	kcal per mole
LUMO (alpha / beta)	6.46 / 6.47	eV
spin multiplicity	4
total charge	-2
expectation value of S²	3.8442

For reference, the Löwdin charges in units of e are: -0.2310 -0.2422 -0.2244 -0.2214 -0.2297 0.1775 -0.2275 -0.1650 -0.2049 0.0627 0.0658 0.0742 0.0708 0.0640 0.0213 0.0303 -0.1663 0.0304 0.0421 -0.2025 -0.4692 -0.0551